Model i:
DFT (ωB97M-V/def2-TZVPD) results for the molecule C4H7FO2.

Atoms and positions in Å:
C -0.07 0.09 -1.47
C -0.29 -0.97 -0.42
F 0.53 -2.04 -0.63
C 0.04 -0.43 1.19
O -0.96 -1.06 1.91
C 0.35 1.09 2.04
O -0.16 1.14 3.16
H -0.46 1.08 -1.21
H 1.07 0.29 -1.75
H -0.57 -0.35 -2.44
H -1.41 -1.38 -0.44
H 0.90 -0.94 1.31
H -1.05 -0.42 2.65
H 1.18 1.71 1.54

SMILES	C[C@@H](F)[C@H](O)C=O
E_HOMO	-9.8544	eV
HOMO-LUMO gap	0.36837	Ha
E_LUMO	0.2	eV

***

Model ii:
DFT (ωB97M-V/def2-TZVPD) results for the molecule C4H7FO2.

Atoms and positions in Å:
F 1.55 -0.27 -1.15
C 1.65 -0.07 0.28
C 0.25 0.05 0.77
C -0.54 1.12 -0.06
O -1.66 0.44 -0.42
C -1.32 -0.93 -0.52
O -0.50 -1.16 0.59
H 2.05 -1.05 0.67
H 2.22 0.81 0.55
H 0.27 0.34 1.81
H -0.97 2.08 0.34
H 0.03 1.36 -0.94
H -2.31 -1.46 -0.51
H -0.74 -1.23 -1.40

SMILES	FC[C@H]1COCO1
E_HOMO	-10.0610	eV
HOMO-LUMO gap	0.40545	Ha
E_LUMO	1.0	eV

***

The structure with the greatest stability is model ii.

***

Model i:
DFT (ωB97M-V/def2-TZVPD) results for a cluster of 8 separate species, C6H30N2O7 in total.

Atoms and positions in Å:
C 1.04 -2.38 3.34
C -0.05 -2.46 2.23
N 0.56 -1.71 1.03
C -0.43 -1.80 -0.13
C -0.06 -0.85 -1.33
N -0.87 -1.20 -2.53
C -0.01 0.67 -0.90
C 0.04 1.75 -2.03
H 0.84 -1.52 3.99
H 0.98 -3.30 3.86
H 2.01 -2.13 2.83
H -0.76 -1.68 2.56
H -0.65 -3.35 1.97
H 1.53 -1.93 0.76
H -1.41 -1.40 0.02
H -0.51 -2.91 -0.41
H 0.98 -1.15 -1.64
H -1.84 -0.86 -2.53
H -0.45 -0.67 -3.38
H -0.74 0.95 -0.13
H 1.05 0.84 -0.42
H -0.78 1.72 -2.64
H 0.13 2.68 -1.39
H 0.87 1.58 -2.70
O -2.92 3.03 -1.69
H -3.07 2.23 -1.08
H -2.12 3.49 -1.60
O -1.71 1.57 1.81
H -1.63 2.14 2.68
H -0.90 1.12 2.21
O 1.00 0.82 2.77
H 1.22 0.22 3.56
H 1.27 0.21 2.06
O 3.41 -2.74 0.02
H 3.86 -2.39 -0.64
H 2.69 -3.34 -0.01
O -3.43 0.88 -0.14
H -2.66 0.43 0.41
H -3.81 1.57 0.48
O 0.23 4.29 0.06
H -0.04 3.43 0.16
H -0.49 4.77 0.11
O 3.04 -1.27 -2.71
H 3.46 -0.61 -3.29
H 2.94 -2.06 -3.33

SMILES	CCNC[C@@H](N)CC.O.O.O.O.O.O.O
E_HOMO	-9.0887	eV
HOMO-LUMO gap	0.34302	Ha
E_LUMO	0.2	eV

***

Model ii:
DFT (ωB97M-V/def2-TZVPD) results for a cluster of 8 separate species, C6H30N2O7 in total.

Atoms and positions in Å:
C 0.53 4.14 0.54
C 0.60 2.63 0.71
N -0.74 2.17 1.18
C -0.71 0.82 1.75
C -0.54 -0.39 0.84
C 0.93 -0.77 0.50
C 1.13 -1.68 -0.69
N 0.69 -3.09 -0.38
H 0.32 4.60 1.51
H 1.49 4.53 0.20
H -0.37 4.40 -0.01
H 0.93 2.18 -0.23
H 1.30 2.23 1.45
H -1.29 2.24 0.33
H 0.06 0.88 2.51
H -1.70 0.65 2.19
H -1.04 -0.28 -0.13
H -1.00 -1.29 1.27
H 1.41 -0.97 1.44
H 1.30 0.21 0.18
H 0.49 -1.24 -1.45
H 2.18 -1.77 -0.99
H 0.86 -3.22 0.61
H 1.26 -3.74 -0.90
O -3.79 -0.82 -1.82
H -3.83 -1.35 -2.62
H -3.86 -1.48 -1.12
O -2.06 -3.04 -0.45
H -2.14 -2.12 -0.72
H -1.13 -3.22 -0.77
O 3.46 -0.93 2.06
H 3.68 -1.57 1.39
H 4.25 -1.06 2.61
O 3.11 0.44 -2.52
H 2.67 0.82 -3.28
H 2.90 -0.50 -2.56
O -1.14 0.44 -2.70
H -0.88 1.05 -3.39
H -2.05 0.70 -2.48
O 1.31 -2.37 3.53
H 0.58 -1.82 3.25
H 2.14 -2.01 3.19
O -3.69 2.05 -1.66
H -3.63 2.39 -0.76
H -4.00 1.14 -1.59

SMILES	CCNCCCCN.O.O.O.O.O.O.O
E_HOMO	-8.7578	eV
HOMO-LUMO gap	0.32973	Ha
E_LUMO	0.2	eV

***

The structure with the greatest stability is model ii.

***

Model i:
DFT (ωB97M-V/def2-TZVPD) results for the molecule C8H13N.

Atoms and positions in Å:
C -2.13 -0.84 0.19
N -1.31 0.07 -0.62
C -1.11 1.41 -0.06
C 0.37 1.97 -0.07
C 1.48 1.28 -0.14
C 1.25 -0.23 -0.14
C 1.10 -0.86 1.30
C 1.09 -1.40 -1.11
C 0.04 -0.17 -1.04
H -1.72 -1.09 1.25
H -3.20 -0.42 0.27
H -1.93 -1.82 -0.32
H -1.75 2.21 -0.47
H -1.23 1.25 0.99
H 0.54 3.14 -0.08
H 2.52 1.85 -0.03
H 2.15 -1.61 1.56
H 0.85 0.13 1.99
H 0.12 -1.56 1.16
H 1.61 -1.44 -2.17
H 0.77 -2.39 -0.73
H 0.51 0.52 -1.74

SMILES	CN1CC=C[C@]2(C)C[C@@H]12
E_HOMO	-7.8266	eV
HOMO-LUMO gap	0.32349	Ha
E_LUMO	1.0	eV

***

Model ii:
DFT (ωB97M-V/def2-TZVPD) results for a structure of composition C8H13N.

Atoms and positions in Å:
C -1.72 -1.09 -1.08
C -0.54 -0.21 -0.73
C 0.15 -1.05 0.37
C 1.70 -1.01 0.51
C 2.31 0.19 -0.11
C 2.70 1.18 -0.80
C -0.48 -0.05 1.29
C -1.97 1.49 0.19
H -2.02 -1.94 -0.10
H -2.67 -0.42 -1.31
H -1.50 -1.82 -1.97
H -0.07 0.37 -1.61
H -0.46 -2.00 0.26
H 1.96 -1.16 1.51
H 2.08 -1.97 -0.09
H 3.20 2.05 -0.95
H -1.47 -0.52 1.80
H 0.12 0.27 2.21
H -2.01 2.24 -0.67
H -2.08 2.01 1.28
H -2.84 0.61 0.00
N -0.74 0.81 0.25

E_HOMO	-8.3550	eV
HOMO-LUMO gap	0.34202	Ha
E_LUMO	1.0	eV

***

Model iii:
DFT (ωB97M-V/def2-TZVPD) results for a structure of composition C8H13N.

Atoms and positions in Å:
C -1.46 1.49 -0.41
C -1.33 0.14 0.23
C -0.83 -0.98 -0.73
C -0.59 -1.80 0.57
C -0.12 -0.41 1.09
C 1.14 -0.10 0.24
C 1.89 1.21 0.41
C 0.54 -0.46 -1.10
H -1.80 2.20 0.29
H -0.54 1.89 -0.81
H -2.18 1.40 -1.28
H -2.30 -0.15 0.76
H -1.44 -1.38 -1.52
H 0.07 -2.67 0.60
H -1.52 -2.09 1.07
H -0.01 -0.17 2.16
H 2.25 1.35 1.47
H 2.69 1.36 -0.27
H 1.31 2.11 0.28
H 1.76 -2.05 -0.40
H 0.66 0.17 -1.99
N 1.78 -1.06 -0.64

E_HOMO	-9.2415	eV
HOMO-LUMO gap	0.38009	Ha
E_LUMO	1.1	eV

***

The structure with the greatest stability is model iii.